Entry from the OMol25 dataset: a 2-piece molecular cluster, C3H12N2O overall at a distorted geometry (ωB97M-V/def2-TZVPD).

Calculated values
SMILES: NCCCN.O
Multiplicity: 1
Lowest unoccupied orbital energy: 0.69 eV
HOMO level: -0.3295 hartree
Relative energy (zero: lowest compared OMol25 entry of this formula, charge and spin): 18.6 kcal per mole
HOMO-LUMO gap: 9.6530 eV
Net charge: 0

CARTESIAN COORDINATES (ANGSTROEM)
N (1.96, -0.22, -2.47)
C (2.21, 0.50, -1.19)
C (1.94, -0.36, 0.04)
C (0.50, -0.73, 0.34)
N (-0.26, -1.54, -0.64)
H (1.75, -1.16, -2.17)
H (2.83, -0.33, -2.95)
H (3.23, 0.87, -1.15)
H (1.56, 1.38, -1.18)
H (2.33, 0.25, 0.86)
H (2.58, -1.25, 0.04)
H (0.36, -1.20, 1.31)
H (-0.03, 0.22, 0.46)
H (-1.19, -1.16, -0.57)
H (0.09, -1.67, -1.57)
O (-5.42, 1.99, 3.34)
H (-4.62, 1.93, 2.79)
H (-5.04, 2.17, 4.21)

Atomic partial charges in e from the natural (NBO) method, atoms 1 to 2: -0.82, -0.22

***

Entry from the OMol25 dataset: a 2-piece molecular cluster, C3H12N2O overall at a distorted geometry (ωB97M-V/def2-TZVPD).

Calculated values
SMILES: NCCCN.O
Multiplicity: 1
Lowest unoccupied orbital energy: 0.71 eV
HOMO level: -0.3372 hartree
Relative energy (zero: lowest compared OMol25 entry of this formula, charge and spin): 36.0 kcal per mole
HOMO-LUMO gap: 9.8815 eV
Net charge: 0

CARTESIAN COORDINATES (ANGSTROEM)
N (0.08, -2.35, -0.05)
C (0.36, -0.98, 0.61)
C (-0.85, 0.00, 0.34)
C (-0.42, 1.49, 0.63)
N (-1.57, 2.46, 0.60)
H (0.91, -2.52, -0.60)
H (-0.23, -2.98, 0.60)
H (1.21, -0.43, 0.32)
H (0.62, -1.15, 1.72)
H (-1.12, 0.00, -0.73)
H (-1.77, -0.23, 0.99)
H (0.46, 1.85, -0.02)
H (-0.06, 1.40, 1.72)
H (-2.25, 1.80, 0.19)
H (-1.87, 2.69, 1.54)
O (2.34, -0.70, -2.50)
H (1.37, -0.55, -2.64)
H (2.81, 0.21, -2.71)

Atomic partial charges in e from the natural (NBO) method, atoms 1 to 2: -0.86, -0.23

***

Entry from the OMol25 dataset: C3H12N2O as an isolated structure (ωB97M-V/def2-TZVPD).

Calculated values
Multiplicity: 1
Lowest unoccupied orbital energy: 0.58 eV
HOMO level: -0.2796 hartree
Relative energy (zero: lowest compared OMol25 entry of this formula, charge and spin): 68.3 kcal per mole
HOMO-LUMO gap: 8.1845 eV
Net charge: 0

CARTESIAN COORDINATES (ANGSTROEM)
C (1.96, 1.04, 0.42)
N (1.97, -0.22, 0.04)
N (2.79, 1.99, -0.06)
H (3.15, 1.90, -1.00)
H (2.44, -0.43, -0.84)
H (0.95, -0.68, 0.17)
H (2.65, 2.93, 0.26)
H (1.49, 1.26, 1.36)
H (-0.05, 1.52, -0.08)
C (-1.45, -1.25, -0.39)
C (-2.83, -1.27, 0.25)
O (-0.50, -0.63, 0.44)
H (-0.39, 0.64, 0.15)
H (-1.14, -2.28, -0.61)
H (-1.51, -0.73, -1.36)
H (-3.17, -0.25, 0.44)
H (-3.56, -1.76, -0.40)
H (-2.80, -1.79, 1.20)

Atomic partial charges in e from the natural (NBO) method, atoms 1 to 2: 0.40, -0.78

***

Entry from the OMol25 dataset: a 2-piece molecular cluster, C3H12N2O overall (ωB97M-V/def2-TZVPD).

Calculated values
SMILES: C[C@H](N)CN.O
Multiplicity: 1
Lowest unoccupied orbital energy: 1.05 eV
HOMO level: -0.3379 hartree
Relative energy (zero: lowest compared OMol25 entry of this formula, charge and spin): 3.7 kcal per mole
HOMO-LUMO gap: 10.2423 eV
Net charge: 0

CARTESIAN COORDINATES (ANGSTROEM)
C (-2.18, -0.06, -0.26)
C (-0.66, -0.04, -0.63)
N (0.10, -1.19, -0.13)
C (0.00, 1.21, -0.11)
N (1.38, 1.33, -0.61)
H (-2.38, -0.68, 0.61)
H (-2.51, 0.95, -0.04)
H (-2.77, -0.39, -1.12)
H (-0.62, -0.06, -1.71)
H (0.01, -1.19, 0.88)
H (-0.33, -2.06, -0.42)
H (0.06, 1.09, 0.97)
H (-0.57, 2.11, -0.34)
H (1.59, 2.31, -0.78)
H (1.45, 0.89, -1.52)
O (2.31, -1.51, 2.08)
H (1.88, -1.42, 1.21)
H (3.24, -1.30, 1.94)

Atomic partial charges in e from the natural (NBO) method, atoms 1 to 2: -0.63, -0.06

***

Entry from the OMol25 dataset: a 3-piece molecular cluster, C3H12N2O2 overall at a distorted geometry (ωB97M-V/def2-TZVPD).

Calculated values
SMILES: CC/N=C\N.O.O
Multiplicity: 1
Lowest unoccupied orbital energy: 0.93 eV
HOMO level: -0.3343 hartree
Relative energy (zero: lowest compared OMol25 entry of this formula, charge and spin): 38.9 kcal per mole
HOMO-LUMO gap: 10.0275 eV
Net charge: 0

CARTESIAN COORDINATES (ANGSTROEM)
C (-0.91, -1.09, 0.44)
C (-0.47, -0.26, 1.67)
N (0.05, 0.99, 1.15)
C (-0.17, 2.14, 1.56)
N (-0.88, 2.52, 2.75)
H (-1.56, -0.42, -0.10)
H (-1.53, -1.94, 0.75)
H (-0.06, -1.43, -0.13)
H (0.39, -0.66, 2.21)
H (-1.36, -0.16, 2.30)
H (0.18, 3.03, 1.03)
H (-1.84, 2.20, 2.77)
H (-0.90, 3.52, 2.85)
O (-2.38, -2.13, -5.41)
H (-1.44, -2.33, -5.17)
H (-2.31, -1.67, -6.23)
O (4.91, -0.52, -0.66)
H (4.99, -1.40, -0.26)
H (5.30, -0.39, -1.53)

Atomic partial charges in e from the natural (NBO) method, atoms 1 to 2: -0.60, -0.24

***

Entry from the OMol25 dataset: a 2-piece molecular cluster, C3H12N2O2 overall at a distorted geometry (ωB97M-V/def2-TZVPD).

Calculated values
SMILES: CNN(C)O.CO
Multiplicity: 1
Lowest unoccupied orbital energy: 0.93 eV
HOMO level: -0.3320 hartree
Relative energy (zero: lowest compared OMol25 entry of this formula, charge and spin): 86.6 kcal per mole
HOMO-LUMO gap: 9.9628 eV
Net charge: 0

CARTESIAN COORDINATES (ANGSTROEM)
C (-1.57, -1.30, 0.16)
N (-1.70, -0.41, -0.99)
N (-1.21, 0.91, -0.90)
C (-1.20, 1.55, 0.40)
O (0.17, 0.78, -1.33)
H (-0.52, -1.34, 0.46)
H (-1.89, -2.29, -0.15)
H (-2.17, -1.00, 1.02)
H (-2.66, -0.36, -1.31)
H (-0.82, 2.55, 0.25)
H (-0.57, 1.03, 1.14)
H (-2.23, 1.60, 0.75)
H (-0.01, 0.32, -2.20)
C (3.07, -0.41, 0.52)
O (1.68, -0.45, 0.72)
H (3.53, -0.89, 1.38)
H (3.37, -0.94, -0.39)
H (3.44, 0.62, 0.46)
H (1.25, 0.02, -0.02)

Atomic partial charges in e from the natural (NBO) method, atoms 1 to 2: -0.46, -0.49

***

Entry from the OMol25 dataset: a 2-piece molecular cluster, C3H12N2O2 overall at a distorted geometry (ωB97M-V/def2-TZVPD).

Calculated values
SMILES: NC[C@H](N)CO.O
Multiplicity: 1
Lowest unoccupied orbital energy: 0.57 eV
HOMO level: -0.3219 hartree
Relative energy (zero: lowest compared OMol25 entry of this formula, charge and spin): 65.9 kcal per mole
HOMO-LUMO gap: 9.3347 eV
Net charge: 0

CARTESIAN COORDINATES (ANGSTROEM)
N (-1.51, 0.13, 0.98)
C (-0.84, 0.54, -0.28)
C (0.72, 0.40, -0.22)
N (1.30, 1.02, 0.95)
C (1.30, 0.85, -1.61)
O (2.64, 1.29, -1.55)
H (-2.15, -0.66, 0.91)
H (-0.95, -0.17, 1.63)
H (-1.18, -0.12, -1.24)
H (-1.17, 1.66, -0.29)
H (1.05, -0.57, -0.16)
H (0.73, 1.32, 1.80)
H (2.09, 1.51, 0.73)
H (0.78, 1.76, -1.83)
H (1.11, 0.13, -2.30)
H (3.12, 0.51, -1.26)
O (-2.67, -2.93, 1.16)
H (-2.71, -3.83, 1.35)
H (-1.68, -2.83, 1.21)

Atomic partial charges in e from the natural (NBO) method, atoms 1 to 2: -0.85, -0.23

***

Entry from the OMol25 dataset: a 2-piece molecular cluster, C3H12N2O2 overall (ωB97M-V/def2-TZVPD).

Calculated values
SMILES: NCCNCO.O
Multiplicity: 1
Lowest unoccupied orbital energy: 0.65 eV
HOMO level: -0.3379 hartree
Relative energy (zero: lowest compared OMol25 entry of this formula, charge and spin): 25.7 kcal per mole
HOMO-LUMO gap: 9.8496 eV
Net charge: 0

CARTESIAN COORDINATES (ANGSTROEM)
N (-0.58, 1.85, -1.53)
C (0.51, 1.58, -0.61)
C (0.01, 1.16, 0.77)
N (-0.51, -0.21, 0.79)
C (0.07, -1.17, 1.67)
O (1.32, -1.68, 1.20)
H (-1.04, 0.98, -1.80)
H (-0.25, 2.22, -2.41)
H (1.10, 2.49, -0.46)
H (1.22, 0.80, -0.91)
H (0.88, 1.19, 1.42)
H (-0.76, 1.83, 1.13)
H (-1.48, -0.35, 0.57)
H (0.33, -0.72, 2.63)
H (-0.62, -2.00, 1.80)
H (1.24, -1.79, 0.24)
O (-0.11, -2.13, -1.55)
H (-0.85, -2.59, -1.96)
H (-0.51, -1.46, -0.98)

Atomic partial charges in e from the natural (NBO) method, atoms 1 to 2: -0.84, -0.22

***

| no. | E (hartree) |
| --- | --- |
| 1 | -306.2143 |
| 2 | -306.1866 |
| 3 | -306.1352 |
| 4 | -306.2381 |
| 5 | -381.4529 |
| 6 | -381.3770 |
| 7 | -381.4098 |
| 8 | -381.4740 |